Record 1
DFT (ωB97M-V/def2-TZVPD) results for an isolated molecule of C4H9NO.

2S+1: 1
Energy above the lowest of the compared OMol25 structures with the same formula, charge and spin (kJ/mol): 426.5
E_HOMO (eV): -8.3
Gap between HOMO and LUMO (eV): 8.9
E_LUMO (Ha): 0.0234

Each line ends with the Löwdin charge.
Cartesian coordinates (Å):
C1 2.342 -0.282 0.225  -0.0994
C2 1.077 0.423 -0.245  -0.1760
C3 -0.172 -0.088 0.448  -0.4815
O1 -0.192 -1.004 1.232  0.1051
N1 -1.360 0.574 0.078  0.0114
C4 -2.883 -0.388 -0.223  0.0003
H1 2.271 -1.359 0.059  0.0808
H2 3.211 0.100 -0.319  0.0745
H3 2.507 -0.123 1.295  0.0813
H4 1.150 1.508 -0.091  0.1192
H5 0.930 0.280 -1.324  0.1239
H6 -1.285 1.391 -0.516  0.1283
H7 -2.943 -0.257 -1.314  -0.0244
H8 -2.436 -1.373 -0.031  -0.0186
H9 -2.217 0.598 0.727  0.0751

Record 2
DFT (ωB97M-V/def2-TZVPD) results for a structure of composition C4H9NO.

2S+1: 1
Energy above the lowest of the compared OMol25 structures with the same formula, charge and spin (kJ/mol): 531.4
E_HOMO (eV): -7.7
Gap between HOMO and LUMO (eV): 8.6
E_LUMO (Ha): 0.0353

Each line ends with the Löwdin charge.
Cartesian coordinates (Å):
C1 0.598 -1.080 1.695  -0.0323
C2 0.448 -0.903 -0.452  -0.2218
O1 -0.725 -1.506 -0.678  -0.0236
C3 0.346 0.587 -0.466  -0.3286
C4 -0.322 1.243 -1.615  -0.1272
N1 -1.020 1.119 -0.337  0.0039
H1 0.500 -2.113 2.039  0.0481
H2 1.427 -0.561 2.183  0.0440
H3 -0.342 -0.543 1.825  0.0413
H4 1.106 -1.368 0.445  0.0435
H5 -1.438 -0.856 -0.483  0.0967
H6 1.164 1.126 0.007  0.1410
H7 -0.729 0.635 -2.420  0.1091
H8 0.037 2.224 -1.919  0.1062
H9 -1.052 1.994 0.175  0.0997

Record 3
DFT (ωB97M-V/def2-TZVPD) results for an isolated molecule of C4H9NO.

2S+1: 1
Energy above the lowest of the compared OMol25 structures with the same formula, charge and spin (kJ/mol): 191.0
E_HOMO (eV): -9.8
Gap between HOMO and LUMO (eV): 10.8
E_LUMO (Ha): 0.0398
SMILES string: C[C@H]1N[C@H]1CO

Each line ends with the Löwdin charge.
Cartesian coordinates (Å):
C1 -1.828 0.488 0.337  -0.0558
C2 -0.860 -0.043 -0.699  -0.3224
N1 0.317 0.771 -0.999  0.0492
C3 0.508 -0.568 -0.439  -0.2649
C4 1.200 -0.553 0.903  -0.2398
O1 2.502 -0.023 0.773  -0.0649
H1 -1.412 0.477 1.348  0.0630
H2 -2.093 1.524 0.100  0.0793
H3 -2.747 -0.107 0.343  0.0735
H4 -1.350 -0.499 -1.560  0.1310
H5 0.503 0.795 -1.997  0.0981
H6 0.873 -1.341 -1.118  0.1404
H7 1.312 -1.569 1.295  0.1234
H8 0.616 0.028 1.629  0.1084
H9 2.381 0.849 0.371  0.0816

Record 4
DFT (ωB97M-V/def2-TZVPD) results for a cluster of 2 separate species, C4H9NO in total.

2S+1: 1
Energy above the lowest of the compared OMol25 structures with the same formula, charge and spin (kJ/mol): 434.5
E_HOMO (alpha / beta) (eV): -7.4 / -7.4
Gap between HOMO and LUMO (alpha / beta) (eV): 7.6 / 7.6
E_LUMO (alpha / beta) (Ha): 0.0064 / 0.0063

Each line ends with the Löwdin charge.
Cartesian coordinates (Å):
C1 2.065 0.102 -0.517  -0.1511
C2 0.720 0.707 -0.811  0.0077
C3 -0.213 -0.616 0.990  -0.0238
C4 -1.299 0.090 0.465  -0.6453
O1 -1.100 1.227 -0.090  -0.0679
N1 -2.574 -0.386 0.455  0.1516
H1 2.721 0.402 -1.354  0.0845
H2 2.020 -0.985 -0.462  0.0718
H3 2.518 0.490 0.399  0.0762
H4 0.762 1.787 -0.916  0.0894
H5 0.172 0.219 -1.607  0.0970
H6 -0.328 -1.649 1.319  0.0486
H7 0.458 -0.014 1.596  0.0612
H8 -3.199 -0.025 -0.249  0.1018
H9 -2.764 -1.305 0.819  0.0983

Record 5
DFT (ωB97M-V/def2-TZVPD) results for an isolated molecule of C4H9NO in a non-equilibrium geometry.

2S+1: 1
Energy above the lowest of the compared OMol25 structures with the same formula, charge and spin (kJ/mol): 94.9
E_HOMO (eV): -9.5
Gap between HOMO and LUMO (eV): 10.4
E_LUMO (Ha): 0.0325
SMILES string: CCC(=O)NC

Each line ends with the Löwdin charge.
Cartesian coordinates (Å):
C1 0.065 0.041 -1.573  -0.1346
C2 0.251 -1.470 -1.432  -0.1159
C3 0.127 0.777 -0.213  -0.4948
N1 -0.329 0.178 0.937  0.0051
C4 -0.191 0.888 2.171  -0.1170
O1 0.523 1.922 -0.198  0.0565
H1 -0.907 0.252 -2.031  0.1188
H2 0.951 0.423 -2.069  0.1109
H3 -0.293 -2.002 -2.226  0.0720
H4 1.255 -1.866 -1.584  0.0708
H5 -0.036 -1.904 -0.484  0.0516
H6 -0.978 -0.582 0.918  0.1215
H7 -0.665 1.850 2.435  0.0839
H8 0.844 1.193 2.342  0.0854
H9 -0.616 0.301 3.005  0.0860

Record 6
DFT (ωB97M-V/def2-TZVPD) results for a structure of composition C4H9NO in a non-equilibrium geometry.

2S+1: 1
Energy above the lowest of the compared OMol25 structures with the same formula, charge and spin (kJ/mol): 417.7
E_HOMO (eV): -8.9
Gap between HOMO and LUMO (eV): 9.6
E_LUMO (Ha): 0.0234

Each line ends with the Löwdin charge.
Cartesian coordinates (Å):
C1 1.550 0.647 0.473  -0.0924
N1 0.170 0.251 0.262  -0.2943
C2 -0.404 -0.404 1.425  -0.0764
C3 -0.072 -0.302 -1.002  -0.0901
C4 -1.398 -0.264 -1.562  -0.4743
O1 -1.844 -0.795 -2.574  -0.0338
H1 2.208 -0.220 0.656  0.0895
H2 1.606 1.309 1.343  0.0870
H3 1.926 1.194 -0.397  0.0877
H4 -0.471 0.324 2.242  0.0885
H5 -1.410 -0.760 1.197  0.0869
H6 0.208 -1.254 1.769  0.0877
H7 0.691 -1.000 -1.411  0.1573
H8 -0.690 0.843 -1.621  0.2304
H9 -1.952 0.474 -0.900  0.1465

Record 7
DFT (ωB97M-V/def2-TZVPD) results for an isolated molecule of C4H9NO in a non-equilibrium geometry.

2S+1: 1
Energy above the lowest of the compared OMol25 structures with the same formula, charge and spin (kJ/mol): 38.0
E_HOMO (eV): -9.6
Gap between HOMO and LUMO (eV): 10.5
E_LUMO (Ha): 0.0334
SMILES string: CC(C)C(N)=O

Each line ends with the Löwdin charge.
Cartesian coordinates (Å):
C1 -0.731 -1.318 0.550  -0.0615
C2 -0.226 -0.098 -0.215  -0.3830
C3 -1.157 1.106 -0.086  -0.0605
C4 1.133 0.281 0.328  -0.5614
O1 1.360 0.612 1.481  0.0564
N1 2.009 0.176 -0.693  0.1679
H1 -0.890 -1.138 1.626  0.0927
H2 -0.019 -2.147 0.461  0.0854
H3 -1.686 -1.608 0.109  0.0760
H4 -0.091 -0.362 -1.292  0.1289
H5 -0.766 1.954 -0.657  0.0844
H6 -2.132 0.819 -0.481  0.0759
H7 -1.299 1.449 0.951  0.0925
H8 1.506 -0.111 -1.515  0.0859
H9 2.991 0.385 -0.567  0.1204

Record 8
DFT (ωB97M-V/def2-TZVPD) results for a cluster of 2 separate species, C4H9NO in total in a non-equilibrium geometry.

2S+1: 3
Energy above the lowest of the compared OMol25 structures with the same formula, charge and spin (kJ/mol): 11.0
E_HOMO (alpha / beta) (eV): -5.7 / -10.2
Gap between HOMO and LUMO (alpha / beta) (eV): 6.5 / 10.4
E_LUMO (alpha / beta) (Ha): 0.0304 / 0.0088

Each line ends with the Löwdin charge.
Cartesian coordinates (Å):
C1 0.518 -0.344 0.864  -0.2587
C2 -1.919 -0.356 0.497  -0.0644
C3 2.551 0.358 -0.539  -0.0756
C4 1.109 -0.184 -0.484  -0.2092
N1 -3.134 0.417 0.078  -0.0038
O1 0.775 -0.720 1.945  0.1080
H1 -2.840 1.094 -0.552  0.0246
H2 -2.048 -0.758 1.447  0.0258
H3 -1.583 -0.927 -0.337  0.0377
H4 2.619 1.373 -0.241  0.0677
H5 2.921 0.153 -1.526  0.0722
H6 3.218 -0.072 0.108  0.0420
H7 1.113 -1.187 -0.977  0.1372
H8 0.478 0.450 -1.017  0.0728
H9 -3.779 0.704 0.735  0.0238

Record 9
DFT (ωB97M-V/def2-TZVPD) results for a cluster of 2 separate species, C4H9NO in total in a non-equilibrium geometry.

2S+1: 2
Net charge: +1
Energy above the lowest of the compared OMol25 structures with the same formula, charge and spin (kJ/mol): 181.2
E_HOMO (alpha / beta) (eV): -12.0 / -12.0
Gap between HOMO and LUMO (alpha / beta) (eV): 7.8 / 4.2
E_LUMO (alpha / beta) (Ha): -0.1553 / -0.2863

Each line ends with the Löwdin charge.
Cartesian coordinates (Å):
C1 -0.678 -1.448 -0.222  0.2184
C2 -1.841 -1.457 0.550  -0.1108
N1 -2.740 -2.400 0.462  0.2313
H1 -0.617 -2.105 -1.080  0.1009
H2 0.040 -0.643 -0.191  0.0800
H3 -1.981 -0.735 1.343  0.1512
H4 -2.662 -3.134 -0.232  0.1575
H5 -3.613 -2.253 0.960  0.1603
C3 2.295 1.498 0.602  0.0005
C4 1.978 2.434 -0.295  -0.2875
O1 2.052 2.229 -1.649  -0.0147
H6 2.678 1.844 1.555  0.0583
H7 2.378 0.472 0.256  0.0484
H8 1.528 3.381 -0.006  0.1096
H9 1.181 2.319 -2.052  0.0966

Record 10
DFT (ωB97M-V/def2-TZVPD) results for a cluster of 2 separate species, C4H9NO in total in a non-equilibrium geometry.

2S+1: 2
Net charge: +1
Energy above the lowest of the compared OMol25 structures with the same formula, charge and spin (kJ/mol): 644.0
E_HOMO (alpha / beta) (eV): -14.4 / -14.7
Gap between HOMO and LUMO (alpha / beta) (eV): 6.0 / 6.3
E_LUMO (alpha / beta) (Ha): -0.3090 / -0.3089

Each line ends with the Löwdin charge.
Cartesian coordinates (Å):
C1 -2.378 0.223 0.465  -0.2906
N1 -3.276 -0.091 -0.305  0.2656
C2 1.450 -1.033 -0.521  0.1760
C3 2.534 -0.207 -0.336  -0.1339
C4 2.009 1.169 0.615  0.0933
O1 -1.065 -0.039 -0.025  -0.0681
H1 -2.188 0.727 1.395  0.1250
H2 1.341 -1.933 0.093  0.1444
H3 -0.279 -0.580 -0.051  0.0080
H4 1.246 -1.237 -1.577  0.1475
H5 1.195 1.643 0.065  0.0833
H6 2.813 1.864 0.791  0.0975
H7 1.525 0.670 1.435  0.0747
H8 2.896 0.444 -1.127  0.1280
H9 3.393 -0.471 0.282  0.1495

Record 11
DFT (ωB97M-V/def2-TZVPD) results for the ion C4H9NO2 with charge -2 in a non-equilibrium geometry.

2S+1: 1
Net charge: -2
Energy above the lowest of the compared OMol25 structures with the same formula, charge and spin (kJ/mol): 40.2
E_HOMO (eV): 0.7
Gap between HOMO and LUMO (eV): 6.5
E_LUMO (Ha): 0.2675
SMILES string: [O-]CCCNC[O-]

Each line ends with the Löwdin charge.
Cartesian coordinates (Å):
C1 -0.013 -0.269 -0.196  -0.3682
C2 -0.973 0.924 0.059  -0.2234
C3 -2.209 0.497 0.926  -0.5437
O1 -2.765 1.603 1.547  -0.4704
N1 1.185 0.147 -0.890  -0.0897
C4 2.258 -1.036 -0.780  -0.5699
O2 3.402 -0.519 -0.363  -0.3904
H1 -0.487 -1.015 -0.839  0.0903
H2 0.089 -0.780 0.834  0.1031
H3 -0.399 1.619 0.702  0.0900
H4 -1.158 1.466 -0.852  0.0745
H5 -2.877 -0.037 0.245  0.0540
H6 -1.901 -0.209 1.701  0.0587
H7 1.692 0.863 -0.335  0.0689
H8 2.372 -1.495 -1.767  0.0445
H9 1.784 -1.759 0.007  0.0717

Record 12
DFT (ωB97M-V/def2-TZVPD) results for a structure of composition C4H9NO2 in a non-equilibrium geometry.

2S+1: 1
Net charge: -2
Energy above the lowest of the compared OMol25 structures with the same formula, charge and spin (kJ/mol): 839.9
E_HOMO (eV): 1.4
Gap between HOMO and LUMO (eV): 5.3
E_LUMO (Ha): 0.2446

Each line ends with the Löwdin charge.
Cartesian coordinates (Å):
C1 -0.886 -0.419 -1.221  -0.4659
C2 0.531 -0.038 -0.577  -0.1959
C3 1.697 -0.942 -0.042  -0.5149
O1 2.982 -0.790 -0.477  -0.4324
N1 -1.414 0.480 -2.141  -0.1303
C4 -0.641 -0.160 0.334  -0.2771
O2 -1.969 -0.440 1.607  -0.4147
H1 0.628 2.530 1.873  0.0199
H2 -0.839 -1.489 -1.445  0.0878
H3 0.000 2.135 1.812  0.0154
H4 0.790 1.001 -0.859  0.1060
H5 1.624 -0.761 1.063  0.0715
H6 1.332 -1.976 -0.185  0.0750
H7 -1.796 1.313 -1.631  -0.0667
H8 -1.727 0.349 0.715  0.0452
H9 -0.311 -0.793 1.173  0.0771

Record 13
DFT (ωB97M-V/def2-TZVPD) results for a cluster of 2 separate species, C4H9NO2 in total in a non-equilibrium geometry.

2S+1: 1
Energy above the lowest of the compared OMol25 structures with the same formula, charge and spin (kJ/mol): 495.8
E_HOMO (alpha / beta) (eV): -6.6 / -7.9
Gap between HOMO and LUMO (alpha / beta) (eV): 6.9 / 8.7
E_LUMO (alpha / beta) (Ha): 0.0138 / 0.0267

Each line ends with the Löwdin charge.
Cartesian coordinates (Å):
C1 1.031 -0.766 0.212  -0.1825
C2 2.518 -0.899 -0.096  -0.0482
C3 -1.041 1.880 0.688  0.0469
C4 -1.118 -0.346 -0.491  -0.5007
N1 0.253 -0.295 -0.679  0.0797
O1 -1.978 -0.092 -1.518  0.0387
O2 -1.762 -1.006 0.529  0.0692
H1 0.647 -0.880 1.180  0.0982
H2 2.959 -1.834 0.268  0.0792
H3 3.046 -0.239 0.501  0.0452
H4 2.662 -0.881 -1.113  0.0443
H5 -1.245 1.232 1.556  0.0028
H6 -1.851 2.533 0.410  -0.0092
H7 -0.017 1.934 0.397  -0.0257
H8 -1.436 0.484 -2.161  0.1625
H9 -2.667 -0.827 0.315  0.0997

Record 14
DFT (ωB97M-V/def2-TZVPD) results for an isolated molecule of C4H9NO2 in a non-equilibrium geometry.

2S+1: 1
Energy above the lowest of the compared OMol25 structures with the same formula, charge and spin (kJ/mol): 172.5
E_HOMO (eV): -9.6
Gap between HOMO and LUMO (eV): 10.3
E_LUMO (Ha): 0.0221
SMILES string: CN(C=O)CCO

Each line ends with the Löwdin charge.
Cartesian coordinates (Å):
C1 -1.676 -0.409 -0.914  -0.3477
N1 -0.992 0.414 -0.035  -0.1191
C2 -1.127 -0.076 1.342  -0.0507
C3 0.333 0.776 -0.614  -0.1547
C4 1.424 -0.099 -0.065  -0.2459
O1 2.683 0.154 -0.746  -0.0613
O2 -2.603 -1.140 -0.664  0.0311
H1 -1.359 -0.373 -1.974  0.1345
H2 -1.021 0.799 1.989  0.0943
H3 -2.097 -0.549 1.477  0.0845
H4 -0.393 -0.860 1.553  0.0839
H5 0.565 1.800 -0.313  0.1253
H6 0.228 0.749 -1.691  0.1127
H7 1.577 0.061 1.003  0.1172
H8 1.170 -1.152 -0.287  0.1310
H9 3.289 -0.095 -0.061  0.0649

Record 15
DFT (ωB97M-V/def2-TZVPD) results for an isolated molecule of C4H9NO2 in a non-equilibrium geometry.

2S+1: 1
Energy above the lowest of the compared OMol25 structures with the same formula, charge and spin (kJ/mol): 140.6
E_HOMO (eV): -9.8
Gap between HOMO and LUMO (eV): 10.5
E_LUMO (Ha): 0.0255
SMILES string: O=CNCCCO

Each line ends with the Löwdin charge.
Cartesian coordinates (Å):
O1 3.180 1.706 -0.402  0.0015
C1 2.121 1.342 -0.877  -0.3674
N1 1.357 0.382 -0.314  0.0325
C2 0.086 -0.010 -0.910  -0.1980
C3 -0.621 -0.998 0.021  -0.1857
C4 -1.108 -0.465 1.365  -0.2427
O2 -2.196 0.463 1.191  -0.0840
H1 1.798 1.867 -1.780  0.1350
H2 1.674 -0.090 0.516  0.1396
H3 -0.482 0.890 -1.103  0.1187
H4 0.185 -0.612 -1.790  0.1057
H5 0.140 -1.765 0.247  0.1186
H6 -1.390 -1.567 -0.508  0.1164
H7 -1.539 -1.332 1.859  0.1107
H8 -0.368 0.084 1.923  0.1146
H9 -2.840 0.104 0.563  0.0844

Record 16
DFT (ωB97M-V/def2-TZVPD) results for an isolated molecule of C4H9NO2.

2S+1: 1
Energy above the lowest of the compared OMol25 structures with the same formula, charge and spin (kJ/mol): 42.1
E_HOMO (eV): -9.6
Gap between HOMO and LUMO (eV): 10.4
E_LUMO (Ha): 0.0279
SMILES string: C[C@@H](O)CC(N)=O

Each line ends with the Löwdin charge.
Cartesian coordinates (Å):
C1 1.631 -0.295 -1.281  -0.0579
C2 0.342 -0.543 -0.497  -0.4273
O1 0.666 -1.246 0.701  -0.0549
C3 -0.346 0.790 -0.185  -0.0743
C4 -1.661 0.769 0.593  -0.5382
O2 -2.640 1.387 0.212  0.0391
N1 -1.624 0.092 1.775  0.1662
H1 2.290 0.400 -0.741  0.0909
H2 1.404 0.145 -2.252  0.0850
H3 2.198 -1.220 -1.454  0.0871
H4 -0.332 -1.186 -1.080  0.1491
H5 1.628 -1.257 0.703  0.0836
H6 0.362 1.406 0.387  0.1325
H7 -0.562 1.301 -1.127  0.1258
H8 -2.490 0.008 2.287  0.1108
H9 -0.865 -0.550 1.960  0.0825